Below is an isolated ion of composition C11H18N and charge +1, with properties calculated with the ωB97M-V functional and the def2-TZVPD basis.

Output
E_LUMO (alpha / beta), eV: -4.466 / -6.627
Total charge: +1
Spin multiplicity: 3
Molar mass, g mol⁻¹: 164.27
Gap between HOMO and LUMO (alpha / beta), eV: 6.971 / 7.172
E_HOMO (alpha / beta), eV: -11.44 / -13.80
Energy relative to the best compared isomer or geometry (same formula, charge and spin), kJ/mol: 41.1
⟨S²⟩: 2.02
F_max, Eh/bohr: 0.0982

Atoms and positions in Å:
N -0.84139 1.32603 -1.67280
C 0.28548 -0.92067 2.44502
C -0.94994 1.69467 0.88438
C 0.92405 0.09513 1.40180
C 0.49224 -1.06450 -1.22085
C 0.63862 -0.28210 0.02897
C 0.47221 1.52578 1.53131
C -0.91697 2.27820 -0.49211
C -0.88857 -1.70702 -1.59126
C 0.44257 0.43647 -1.21766
C -1.42461 1.23539 -2.81356
C 1.73955 -1.89988 -1.40757
H 2.46417 -1.22281 -1.08161
H -1.13452 -1.44445 -2.65162
H -1.73220 -1.28753 -1.03326
H 1.28227 1.11859 -1.49730
H 0.68194 1.94113 2.53065
H 1.65043 -2.77826 -0.81676
H -1.22942 0.60947 0.84095
H 2.00139 -0.13882 1.59525
H 1.83344 -2.12403 -2.49720
H -2.17341 2.02531 -3.18105
H 1.09085 2.08085 0.82733
H -1.69558 2.22698 1.52744
H -0.00890 2.91241 -0.48432
H 0.22401 -1.72779 1.85260
H -0.77044 -2.79981 -1.47177
H -1.82394 2.85985 -0.82705
H 1.04457 -0.88066 3.32306
H -0.70266 -0.61446 2.75568